Molecular formula: C32H62N2O12S3
Method: DFT, ωB97M-V/def2-TZVPD

Last column: Löwdin charge in e.
CARTESIAN COORDINATES (ANGSTROEM)
C 4.426 3.434 -1.925  -0.066
C 3.368 2.350 -1.842  -0.272
O 2.944 2.063 -3.186  -0.163
C 1.778 1.233 -3.166  -0.180
C 0.549 2.039 -3.640  -0.156
O 0.103 1.464 -4.854  -0.140
C -0.752 2.287 -5.623  -0.099
C -2.197 1.756 -5.681  -0.247
O -2.528 1.247 -7.012  -0.147
S -3.984 0.579 -6.794  0.606
O -5.020 1.523 -7.030  -0.230
O -4.146 -0.616 -7.539  -0.222
O -3.917 0.293 -5.219  -0.126
C -2.598 0.736 -4.673  -0.297
C -1.810 -0.581 -4.571  -0.152
C -1.232 -1.127 -5.888  -0.221
C -0.330 -2.350 -5.656  -0.456
S -1.085 -3.617 -4.614  0.955
C -0.361 -3.502 -3.005  -1.092
S 0.573 -2.228 -2.585  0.729
N -0.556 -4.542 -2.068  -0.240
C -1.951 -4.666 -1.575  -0.229
C -2.847 -3.442 -1.787  -0.104
C 0.008 -5.827 -2.536  -0.248
C 0.817 -6.461 -1.380  -0.073
C -2.877 1.233 -3.231  -0.199
C -3.256 2.536 -3.049  -0.002
C -3.547 3.009 -1.761  -0.029
C -3.405 2.085 -0.753  -0.053
C -2.985 0.810 -1.075  -0.125
N -2.720 0.306 -2.271  0.166
H 5.189 3.149 -2.650  0.079
H 3.950 4.333 -2.318  0.077
H 4.861 3.603 -0.941  0.065
H 3.733 1.421 -1.394  0.122
H 2.489 2.728 -1.306  0.116
H 1.958 0.416 -3.866  0.117
H 1.598 0.822 -2.171  0.097
H -0.202 1.944 -2.842  0.119
H 0.837 3.089 -3.728  0.133
H -0.351 2.501 -6.616  0.146
H -0.830 3.253 -5.111  0.128
H -2.771 2.687 -5.694  0.142
H -2.473 -1.355 -4.201  0.099
H -0.954 -0.451 -3.918  0.063
H -2.053 -1.464 -6.527  0.098
H -0.676 -0.385 -6.462  0.115
H 0.643 -2.042 -5.274  0.054
H -0.146 -2.837 -6.615  0.076
H -1.891 -4.836 -0.495  0.113
H -2.451 -5.546 -1.997  0.111
H -2.380 -2.496 -1.517  0.056
H -3.708 -3.561 -1.123  0.078
H -3.254 -3.438 -2.795  0.053
H -0.770 -6.503 -2.900  0.109
H 0.715 -5.610 -3.336  0.101
H 1.114 -5.681 -0.683  0.074
H 1.680 -6.992 -1.780  0.066
H 0.195 -7.174 -0.835  0.066
H -3.374 3.203 -3.889  0.115
H -3.857 4.033 -1.615  0.112
H -3.617 2.345 0.274  0.108
H -2.855 0.115 -0.249  0.106
C -0.082 0.602 1.289  -0.093
O -1.380 1.065 1.634  -0.220
C -1.888 0.427 2.800  -0.192
C -1.732 1.307 4.023  -0.193
O -0.362 1.512 4.342  -0.191
C 0.124 2.765 3.893  -0.104
H 0.348 1.311 0.580  0.084
H 0.572 0.535 2.160  0.086
H -0.146 -0.379 0.805  0.089
H -1.405 -0.541 2.951  0.109
H -2.955 0.247 2.631  0.130
H -2.189 0.803 4.880  0.117
H -2.245 2.264 3.882  0.127
H -0.228 3.563 4.557  0.091
H -0.185 2.981 2.868  0.085
H 1.213 2.735 3.929  0.078
C -2.173 -4.809 7.090  -0.111
O -0.887 -4.265 6.850  -0.189
C -0.748 -3.711 5.551  -0.201
C -0.884 -2.203 5.566  -0.198
O -2.200 -1.804 5.935  -0.202
C -2.284 -1.405 7.293  -0.109
H -2.277 -4.961 8.163  0.089
H -2.968 -4.141 6.751  0.083
H -2.273 -5.777 6.588  0.089
H -1.471 -4.157 4.861  0.127
H 0.256 -3.967 5.200  0.127
H -0.707 -1.824 4.556  0.107
H -0.141 -1.750 6.228  0.132
H -1.860 -0.402 7.420  0.087
H -1.768 -2.103 7.955  0.085
H -3.337 -1.376 7.569  0.090
C 5.593 5.427 4.114  -0.111
O 5.712 4.296 4.959  -0.189
C 4.603 3.415 4.872  -0.207
C 4.900 2.222 3.987  -0.203
O 5.094 2.604 2.633  -0.197
C 6.461 2.678 2.267  -0.109
H 6.574 5.894 4.039  0.089
H 5.257 5.154 3.111  0.083
H 4.893 6.150 4.547  0.088
H 3.714 3.947 4.516  0.119
H 4.398 3.057 5.885  0.127
H 4.037 1.548 4.008  0.122
H 5.767 1.670 4.362  0.127
H 6.869 1.673 2.121  0.090
H 7.055 3.206 3.016  0.085
H 6.526 3.222 1.325  0.082

Calculated values
**Maximum force**: 0.056 hartree/bohr
**Net charge**: 0
**Spin multiplicity**: 1
**Calculated total energy**: -3463.20843 hartree

Molecular formula: C32H62O17S7
Method: DFT, ωB97M-V/def2-TZVPD

Last column: Löwdin charge in e.
CARTESIAN COORDINATES (ANGSTROEM)
C 29.457 14.196 38.016  -0.009
C 29.584 14.502 36.639  -0.184
C 29.644 16.006 35.996  -0.117
O 30.919 16.065 35.616  0.069
C 31.579 14.894 35.585  -0.641
O 32.701 14.756 35.250  0.172
O 30.881 13.980 36.105  0.089
H 29.504 13.124 38.088  0.078
H 28.697 14.470 38.414  -0.028
H 30.372 14.490 38.507  0.128
H 28.719 13.938 36.009  0.160
H 29.593 16.526 36.814  0.062
H 28.840 16.159 35.438  0.076
O 27.122 16.502 37.903  -0.320
S 26.000 15.914 37.114  0.715
O 26.076 15.902 35.675  -0.296
C 25.855 14.291 37.628  -0.272
C 24.467 13.898 37.516  -0.180
C 23.550 15.134 37.370  -0.121
C 24.431 16.339 37.703  -0.187
H 26.283 14.327 38.600  0.116
H 26.396 13.726 36.971  0.062
H 24.335 13.274 36.672  0.105
H 24.012 13.266 38.321  0.130
H 22.749 15.029 37.916  0.072
H 23.256 15.338 36.491  0.050
H 24.584 16.471 38.662  0.063
H 24.270 17.248 37.238  0.096
O 32.755 20.492 39.111  -0.276
S 33.222 19.513 38.243  0.563
O 34.223 18.661 38.655  -0.258
C 31.855 18.643 37.611  -0.278
C 31.263 19.292 36.445  -0.230
C 32.455 19.694 35.728  -0.236
C 33.484 20.261 36.677  -0.219
H 31.223 18.603 38.458  0.103
H 32.235 17.641 37.444  0.114
H 30.387 18.594 35.978  0.157
H 30.615 20.121 36.747  0.127
H 32.289 20.566 34.999  0.154
H 32.895 18.844 35.348  0.075
H 33.206 21.356 36.781  0.134
H 34.497 20.091 36.426  0.089
O 31.138 20.708 32.168  -0.325
S 30.425 19.605 31.560  0.605
O 31.016 18.854 30.542  -0.293
C 29.427 18.616 32.740  -0.201
C 28.155 19.400 32.872  -0.249
C 27.715 19.947 31.527  -0.199
C 29.062 20.414 30.923  -0.283
H 29.856 18.317 33.659  0.068
H 29.285 17.602 32.247  0.117
H 27.418 18.710 33.282  0.114
H 28.209 20.195 33.606  0.119
H 26.963 20.792 31.541  0.137
H 27.313 19.108 31.084  0.077
H 29.059 21.594 30.956  0.147
H 29.040 20.278 29.762  0.134
O 32.503 17.382 32.935  -0.310
S 33.653 16.620 32.591  0.643
O 33.392 15.232 32.235  -0.332
C 34.695 17.301 31.329  -0.187
C 35.520 18.403 32.143  -0.145
C 35.968 17.644 33.447  -0.196
C 34.791 16.751 33.971  -0.205
H 34.053 17.673 30.562  0.102
H 35.175 16.429 31.159  0.055
H 36.420 18.685 31.474  0.139
H 34.887 19.175 32.400  0.073
H 36.366 18.242 34.244  0.094
H 36.846 17.023 33.280  0.101
H 34.429 17.097 34.828  0.026
H 35.218 15.721 34.319  0.150
O 32.497 11.760 36.060  -0.301
S 31.486 10.765 36.386  0.654
O 30.595 11.041 37.484  -0.323
C 30.572 10.251 34.947  -0.209
C 30.896 8.749 34.710  -0.211
C 32.298 8.400 35.353  -0.153
C 32.340 9.237 36.683  -0.215
H 31.035 10.755 34.003  0.152
H 29.486 10.264 35.262  0.111
H 30.076 8.160 35.062  0.091
H 30.886 8.369 33.761  0.072
H 33.094 8.658 34.796  0.058
H 32.363 7.224 35.572  0.159
H 33.357 9.354 36.951  0.093
H 31.607 8.916 37.447  0.102
O 27.252 12.977 34.677  -0.316
S 26.856 12.976 33.288  0.654
O 25.600 12.398 32.881  -0.306
C 27.060 14.599 32.649  -0.238
C 28.505 14.717 32.245  -0.173
C 29.227 13.377 32.589  -0.156
C 28.145 12.343 32.327  -0.243
H 26.712 15.298 33.395  0.074
H 26.414 15.069 31.856  0.137
H 28.544 15.080 31.273  0.104
H 29.030 15.308 32.978  0.098
H 29.570 13.220 33.732  0.163
H 29.955 13.355 32.028  0.021
H 28.304 11.172 32.512  0.165
H 27.771 12.258 31.412  0.053
O 24.766 10.554 36.988  -0.305
S 25.538 10.401 38.180  0.632
O 25.197 11.222 39.285  -0.308
C 25.664 8.723 38.623  -0.204
C 27.175 8.605 39.156  -0.165
C 28.033 9.240 38.069  -0.169
C 27.302 10.630 37.759  -0.164
H 25.474 8.388 37.612  0.103
H 24.972 8.396 39.281  0.069
H 27.162 9.072 40.152  0.135
H 27.265 7.606 39.169  0.062
H 28.347 8.682 37.206  0.101
H 28.964 9.573 38.637  0.115
H 27.344 10.694 36.804  0.006
H 27.754 11.494 38.206  0.094

Calculated values
**Structure (SMILES)**: C[C@H]1COC(=O)O1.O=S1(=O)CCCC1.O=S1(=O)CCCC1.O=S1(=O)CCCC1.O=S1(=O)CCCC1.O=S1(=O)CCCC1.O=S1(=O)CCCC1.O=S1(=O)CCCC1
**Maximum force**: 0.216 hartree/bohr
**Net charge**: 0
**Spin multiplicity**: 1
**Calculated total energy**: -5322.37569 hartree
**ΔE to the lowest compared entry with this formula, charge and spin**: 285.4 kcal/mol